1.
This record from the Open Molecules 2025 dataset describes a structure of composition C3HCeO3 at a distorted geometry. The level of theory is ωB97M-V/def2-TZVPD.

## Properties
2S+1   3
E_LUMO (spin up / spin down)   -5.90 / -5.95 eV
Frontier orbital gap (spin up / spin down)   4.2627 / 4.1449 eV
DFT total energy   -22183.078 eV
HOMO level (spin up / spin down)   -10.2 / -10.1 eV
Charge   +1
Energy relative to the best compared isomer or geometry (same formula, charge and spin)   52.9 kcal/mol

XYZ file:
```
8
Properties=species:S:1:pos:R:3:nbo_charge:R:1
O 1.00 0.21 -0.43 -0.500
C 1.09 -1.14 -0.09 -0.166
H 1.96 -1.67 -0.46 0.231
C -0.05 -1.77 0.24 0.488
O -1.23 -1.40 0.10 -0.409
C -0.28 0.63 -0.33 0.458
O -0.40 1.63 0.42 -0.928
Ce -2.09 3.50 0.55 1.825
```

***

2.
This record from the Open Molecules 2025 dataset describes the molecule C8H7ClO3 at a distorted geometry. The level of theory is ωB97M-V/def2-TZVPD.

## Properties
E_LUMO   0.01 eV
Frontier orbital gap   8.7977 eV
DFT total energy   -27069.828 eV
HOMO level   -8.8 eV
Energy relative to the best compared isomer or geometry (same formula, charge and spin)   97.6 kcal/mol

XYZ file:
```
19
Properties=species:S:1:pos:R:3:nbo_charge:R:1
C 0.28 -0.35 1.99 -0.638
C 1.05 -0.95 0.76 -0.187
Cl 0.82 -2.71 0.73 0.000
C 2.32 -0.24 0.37 0.595
O 3.48 0.00 0.49 -0.441
C 1.07 0.09 -0.47 0.114
C 0.86 -0.36 -1.89 -0.210
C -0.40 -0.12 -2.13 -0.203
C -0.93 0.80 -1.04 0.143
C -2.15 0.77 -0.51 0.119
O -2.67 1.36 0.61 -0.665
O 0.23 1.19 -0.30 -0.485
H 0.28 0.85 1.97 0.236
H 0.76 -0.69 3.00 0.244
H -0.81 -0.59 1.85 0.235
H 1.58 -0.85 -2.45 0.232
H -0.86 -0.18 -3.11 0.231
H -2.93 0.36 -1.13 0.193
H -1.99 1.61 1.24 0.487
```

***

3.
This record from the Open Molecules 2025 dataset describes a structure of composition C23H23ClN4PtS at a distorted geometry. The level of theory is ωB97M-V/def2-TZVPD.

## Properties
E_LUMO (spin up / spin down)   -1.21 / -1.22 eV
Frontier orbital gap (spin up / spin down)   5.2788 / 5.2773 eV
DFT total energy   -56787.090 eV
HOMO level (spin up / spin down)   -6.5 / -6.5 eV
Energy relative to the best compared isomer or geometry (same formula, charge and spin)   37.8 kcal/mol

XYZ file:
```
53
Properties=species:S:1:pos:R:3:nbo_charge:R:1
Pt -0.26 -0.36 -0.50 0.674
C 3.64 -3.64 1.77 -0.205
C 2.44 -3.77 1.09 -0.229
C 1.86 -2.67 0.50 -0.143
C 2.48 -1.41 0.57 0.068
C 3.71 -1.29 1.24 -0.223
C 4.27 -2.40 1.83 -0.202
N 1.87 -0.37 -0.04 -0.287
N 2.46 0.77 -0.25 -0.174
C 1.76 1.63 -1.00 0.066
C 2.31 2.85 -1.43 -0.175
C 1.55 3.74 -2.16 -0.259
C 0.23 3.46 -2.46 -0.160
C -0.34 2.25 -2.05 -0.285
C 0.41 1.33 -1.37 -0.128
H 4.10 -4.51 2.23 0.217
H 1.97 -4.74 1.02 0.221
H 0.93 -2.75 -0.07 0.229
H 4.20 -0.33 1.26 0.234
H 5.22 -2.31 2.35 0.216
H 3.34 3.07 -1.18 0.219
H 1.99 4.67 -2.50 0.216
H -0.36 4.16 -3.02 0.214
H -1.38 2.05 -2.27 0.234
Cl -6.71 1.08 -2.58 -0.022
C -5.12 0.41 -2.47 -0.083
C -4.12 0.87 -3.31 -0.216
C -2.85 0.34 -3.23 -0.253
C -2.54 -0.67 -2.29 -0.014
C -1.19 -1.21 -2.19 -0.675
C -3.60 -1.16 -1.50 -0.218
C -4.86 -0.62 -1.58 -0.215
H -4.34 1.64 -4.04 0.218
H -2.08 0.67 -3.91 0.212
H -0.59 -1.04 -3.09 0.208
H -1.19 -2.27 -1.91 0.203
H -3.41 -1.97 -0.81 0.212
H -5.66 -1.00 -0.96 0.220
C 0.66 -1.39 3.41 -0.415
N 0.12 -0.19 2.84 -0.417
C 0.70 1.11 3.12 -0.218
C -0.29 2.07 2.44 -0.227
N -0.99 1.20 1.51 -0.610
C -0.79 -0.13 1.86 0.258
S -1.75 -1.40 1.35 -0.207
H 0.48 -1.41 4.49 0.201
H 1.73 -1.46 3.23 0.210
H 0.17 -2.24 2.95 0.250
H 1.70 1.18 2.67 0.203
H 0.78 1.27 4.19 0.211
H 0.22 2.88 1.90 0.220
H -0.99 2.51 3.16 0.197
H -1.89 1.47 1.16 0.432
```

***

4.
This record from the Open Molecules 2025 dataset describes a structure of composition C32H49ClMnNO3PS at a distorted geometry. The level of theory is ωB97M-V/def2-TZVPD.

## Properties
2S+1   5
E_LUMO (spin up / spin down)   2.53 / 2.53 eV
Frontier orbital gap (spin up / spin down)   4.9557 / 3.4008 eV
DFT total energy   -105580.475 eV
HOMO level (spin up / spin down)   -2.4 / -0.9 eV
Charge   -1

XYZ file:
```
89
Properties=species:S:1:pos:R:3:lowdin_spin:R:1
Mn 0.64 -1.65 -0.48 3.697
P -0.94 0.12 -2.24 0.019
Cl 0.21 -3.61 -1.50 0.081
C 0.07 0.46 -0.82 0.023
H -0.46 0.84 0.06 0.005
H 1.00 1.01 -1.01 0.005
C -2.33 -1.05 -1.86 0.002
C 0.18 -0.72 -3.44 0.021
C -3.48 -1.00 -2.88 -0.001
H -1.85 -2.05 -1.91 0.002
C -4.52 -2.10 -2.61 0.000
H -3.98 -0.02 -2.83 0.000
H -3.11 -1.11 -3.92 0.000
C -5.06 -2.07 -1.18 0.000
H -5.35 -1.99 -3.32 0.000
H -4.06 -3.08 -2.81 0.000
C -3.95 -1.95 -0.13 0.000
H -5.75 -1.23 -1.07 0.000
H -5.64 -2.98 -0.99 0.000
C -2.92 -0.86 -0.45 0.005
H -4.38 -1.75 0.86 0.000
H -3.42 -2.92 -0.05 0.000
H -3.41 0.13 -0.40 0.000
H -2.14 -0.86 0.34 0.004
C -1.57 1.70 -2.93 0.005
C 1.14 0.29 -4.08 0.002
H 0.74 -1.46 -2.83 0.015
C 2.18 -0.41 -4.96 0.000
H 0.57 1.00 -4.69 0.000
H 1.65 0.89 -3.31 0.000
C 1.55 -1.32 -6.02 0.000
H 2.81 0.35 -5.44 0.000
H 2.83 -1.01 -4.32 0.000
C 0.47 -2.25 -5.45 0.000
H 1.12 -0.71 -6.82 0.000
H 2.34 -1.93 -6.48 0.000
C -0.54 -1.54 -4.54 0.002
H -0.07 -2.74 -6.26 0.000
H 0.96 -3.04 -4.86 0.000
H -1.18 -0.88 -5.15 0.001
H -1.20 -2.29 -4.09 0.001
C -2.64 2.31 -2.02 0.000
H -0.68 2.35 -2.91 0.000
C -3.00 3.73 -2.46 0.000
H -3.54 1.69 -2.03 0.000
H -2.29 2.33 -0.97 0.000
C -3.37 3.83 -3.94 0.000
H -3.82 4.10 -1.84 0.000
H -2.13 4.38 -2.27 0.000
C -2.38 3.10 -4.85 0.000
H -4.38 3.42 -4.10 0.000
H -3.42 4.89 -4.24 0.000
C -2.08 1.67 -4.39 0.001
H -2.76 3.07 -5.88 0.000
H -1.44 3.66 -4.87 0.000
H -2.99 1.06 -4.45 0.000
H -1.35 1.21 -5.06 0.000
C -1.21 2.70 1.39 0.000
C -0.15 3.17 0.66 0.000
H -2.18 2.49 0.94 0.000
C 1.13 3.64 1.29 0.000
H -0.21 3.27 -0.43 0.000
C 1.35 3.08 2.71 0.000
H 1.98 3.36 0.65 0.000
H 1.13 4.74 1.35 0.000
C 0.06 3.10 3.53 0.000
H 1.74 2.05 2.63 0.000
H 2.12 3.67 3.22 0.000
C -1.09 2.35 2.84 0.000
H 0.24 2.68 4.52 0.000
H -0.25 4.15 3.65 0.000
H -0.92 1.26 2.94 0.000
H -2.04 2.56 3.36 0.000
O -0.70 -1.22 2.45 0.031
C 0.52 -1.44 2.50 0.021
N 1.32 -1.52 1.39 0.017
S 2.94 -1.09 1.64 0.011
O 3.81 -2.01 0.95 0.006
O 3.11 0.33 1.46 0.002
C 2.74 -1.47 3.35 0.005
C 3.76 -1.62 4.28 0.001
C 3.42 -1.95 5.60 0.006
C 2.07 -2.07 5.96 0.000
C 1.05 -1.86 5.02 0.006
C 1.40 -1.59 3.69 -0.001
H 4.80 -1.52 3.96 0.000
H 4.20 -2.12 6.35 0.000
H 1.82 -2.33 6.99 0.000
H 0.00 -1.91 5.29 0.000
```

***

5.
This record from the Open Molecules 2025 dataset describes a structure of composition C16H30CuN5OSSe. The level of theory is ωB97M-V/def2-TZVPD.

## Properties
2S+1   2
E_LUMO (spin up / spin down)   -8.97 / -11.46 eV
Frontier orbital gap (spin up / spin down)   7.8901 / 5.3841 eV
DFT total energy   -147372.010 eV
HOMO level (spin up / spin down)   -16.9 / -16.8 eV
Charge   +3
Energy relative to the best compared isomer or geometry (same formula, charge and spin)   3.1 kcal/mol

XYZ file:
```
55
Properties=species:S:1:pos:R:3:nbo_charge:R:1
Cu 0.20 0.00 -0.12 1.462
N -3.71 -0.01 2.79 -0.669
C -2.92 -0.07 1.50 -0.054
C -3.33 -1.32 0.73 -0.448
C -2.63 -1.39 -0.63 -0.048
N -1.16 -1.58 -0.49 -0.918
C -2.93 -0.13 -1.44 -0.436
C -2.59 1.17 -0.71 -0.053
N -1.12 1.40 -0.70 -0.864
C -3.21 1.20 0.70 -0.448
H -3.54 -0.82 3.38 0.455
H -4.72 0.02 2.60 0.454
H -3.49 0.84 3.33 0.453
H -1.87 -0.11 1.76 0.243
H -4.41 -1.30 0.54 0.249
H -3.11 -2.22 1.31 0.240
H -3.05 -2.24 -1.16 0.246
H -0.81 -1.94 -1.38 0.416
H -0.97 -2.32 0.19 0.414
H -3.99 -0.13 -1.68 0.266
H -2.39 -0.16 -2.40 0.240
H -3.06 1.99 -1.27 0.252
H -0.91 2.25 -0.17 0.417
H -0.82 1.58 -1.66 0.425
H -4.29 1.32 0.57 0.251
H -2.84 2.08 1.24 0.236
C 1.19 -1.01 5.07 -0.634
C 0.42 0.20 4.58 -0.558
S 0.96 1.01 3.03 1.207
O 0.45 0.08 1.90 -1.130
C 2.78 0.80 3.12 -0.580
C 3.29 -0.56 2.67 -0.634
H 0.70 -1.38 5.97 0.261
H 2.22 -0.76 5.35 0.235
H 1.20 -1.82 4.34 0.223
H 0.44 1.01 5.31 0.263
H -0.62 -0.06 4.38 0.210
H 3.04 1.02 4.16 0.269
H 3.17 1.60 2.50 0.245
H 3.20 -1.32 3.44 0.240
H 4.34 -0.48 2.40 0.259
H 2.74 -0.91 1.80 0.210
Se 3.33 1.38 -0.70 1.054
N 1.93 0.33 -1.21 -0.917
C 2.31 -0.33 -2.31 0.148
C 1.53 -1.21 -3.10 -0.292
C 2.11 -1.84 -4.16 -0.079
C 3.47 -1.63 -4.51 -0.190
C 4.26 -0.77 -3.81 -0.166
C 3.68 -0.08 -2.71 0.160
N 4.33 0.80 -1.97 -0.546
H 0.47 -1.33 -2.90 0.184
H 1.52 -2.52 -4.76 0.247
H 3.88 -2.16 -5.36 0.262
H 5.30 -0.60 -4.05 0.267
```

***

6.
This record from the Open Molecules 2025 dataset describes a structure of composition C22H26N2O4Tc. The level of theory is ωB97M-V/def2-TZVPD.

## Properties
2S+1   4
E_LUMO (spin up / spin down)   -6.70 / -8.14 eV
Frontier orbital gap (spin up / spin down)   6.8223 / 5.3614 eV
DFT total energy   -36589.603 eV
HOMO level (spin up / spin down)   -13.5 / -13.5 eV
Charge   +2
Energy relative to the best compared isomer or geometry (same formula, charge and spin)   0.0 kcal/mol

XYZ file:
```
55
Properties=species:S:1:pos:R:3:nbo_charge:R:1
Tc -0.39 -0.61 -0.22 1.509
C -1.82 -2.89 -1.58 -0.438
N -2.16 -1.56 -1.01 -0.424
C -3.24 -1.72 0.00 -0.428
C -2.62 -0.63 -2.09 -0.255
C -2.48 0.77 -1.59 -0.079
C -3.26 1.84 -1.98 -0.182
C -3.00 3.11 -1.48 -0.135
C -1.95 3.33 -0.59 -0.185
C -1.15 2.27 -0.17 -0.239
C -1.43 1.00 -0.68 -0.062
H -2.69 -3.31 -2.08 0.235
H -1.51 -3.56 -0.78 0.225
H -1.01 -2.78 -2.31 0.237
H -4.11 -2.19 -0.48 0.229
H -3.52 -0.75 0.39 0.231
H -2.89 -2.36 0.81 0.221
H -3.65 -0.89 -2.37 0.237
H -1.98 -0.79 -2.96 0.245
H -4.08 1.69 -2.68 0.243
H -3.61 3.94 -1.79 0.248
H -1.76 4.32 -0.21 0.248
H -0.33 2.43 0.51 0.241
O 1.48 0.09 -0.12 -0.634
C 1.69 -0.21 -1.38 0.780
O 0.63 -0.77 -1.92 -0.650
C 2.90 0.03 -2.06 -0.251
C 3.01 -0.35 -3.41 -0.075
C 4.18 -0.15 -4.11 -0.276
C 5.22 0.44 -3.42 0.348
O 6.43 0.73 -3.88 -0.423
C 7.17 1.34 -2.80 0.227
O 6.29 1.37 -1.67 -0.464
C 5.12 0.83 -2.07 0.288
C 3.98 0.64 -1.36 -0.201
H 2.16 -0.80 -3.89 0.239
H 4.28 -0.43 -5.15 0.261
H 7.45 2.35 -3.09 0.193
H 8.03 0.71 -2.58 0.193
H 3.90 0.93 -0.32 0.252
C -1.56 0.96 4.76 -0.590
C -1.26 -0.50 4.39 -0.180
C -2.44 -1.42 4.74 -0.591
C 0.04 -0.99 5.06 -0.590
C -1.06 -0.56 2.94 0.659
N -0.91 -0.61 1.80 -0.556
H -1.71 1.01 5.84 0.249
H -2.47 1.32 4.27 0.228
H -0.73 1.62 4.50 0.229
H -2.59 -1.37 5.82 0.251
H -2.24 -2.45 4.47 0.228
H -3.36 -1.09 4.26 0.226
H -0.10 -0.94 6.14 0.249
H 0.88 -0.35 4.80 0.230
H 0.27 -2.02 4.79 0.229
```